ORCA calculation (ωB97M-V/def2-TZVPD) on a cluster of 18 separate species, C30H102O36P6 in total in a non-equilibrium geometry.

Calculated values
- energy above the lowest of the compared OMol25 structures with the same formula, charge and spin (kJ/mol) = 0.00
- E_LUMO (eV) = 0.0

Last column: Mulliken charge in e.
Element x y z (Å)
C (0.0186, -7.4972, 19.2289)  -0.54
O (-0.5214, -8.7550, 18.9508)  -0.36
H (-0.1536, -7.1949, 20.2640)  0.33
H (1.0883, -7.5336, 19.0161)  0.44
H (-0.3411, -6.7143, 18.5541)  -0.03
H (-1.4102, -8.7422, 19.3268)  0.04
C (0.0817, -3.0215, 17.4539)  -0.81
O (-0.7456, -4.0962, 17.8762)  -0.26
H (-0.3136, -2.1277, 17.9391)  0.24
H (1.1482, -3.1824, 17.6154)  0.31
H (-0.0021, -2.8531, 16.3801)  0.27
H (-0.5861, -4.2213, 18.8155)  0.24
C (-5.7101, -6.0893, 21.8382)  0.52
O (-6.4931, -7.1583, 22.2874)  -0.59
H (-5.1759, -6.2883, 20.9058)  -0.30
H (-6.2860, -5.1697, 21.7637)  -0.14
H (-4.8673, -5.9287, 22.5165)  0.42
H (-5.9180, -7.9250, 22.3630)  0.21
C (-1.6438, -11.9059, 21.7966)  -0.39
O (-1.6341, -13.0963, 21.0050)  -0.58
H (-2.1169, -12.1288, 22.7545)  0.34
H (-0.6716, -11.4572, 22.0073)  0.42
H (-2.1914, -11.1241, 21.2705)  -0.12
H (-0.8926, -13.6301, 21.3010)  0.31
C (-10.4498, -12.9768, 19.7167)  -0.77
O (-9.3615, -12.0790, 19.6656)  -0.30
H (-10.7510, -13.1086, 20.7602)  0.32
H (-11.3596, -12.6494, 19.2145)  0.25
H (-10.1954, -13.9685, 19.3368)  0.31
H (-8.5931, -12.5559, 20.0030)  0.32
C (-4.0976, -12.2309, 19.0081)  0.08
O (-4.3243, -12.9874, 20.2130)  -0.66
H (-3.2599, -11.5575, 19.1899)  -0.14
H (-3.7336, -12.9223, 18.2452)  0.45
H (-5.0046, -11.7509, 18.6487)  -0.07
H (-3.4521, -13.0676, 20.6168)  0.27
C (-2.3351, -5.3444, 15.1451)  -0.05
O (-1.1413, -5.8473, 15.6847)  -0.31
H (-3.1687, -5.4656, 15.8403)  -0.22
H (-2.3521, -4.3179, 14.7738)  0.42
H (-2.5979, -5.9810, 14.2993)  0.00
H (-0.8175, -5.2742, 16.3902)  0.15
C (-5.9832, -11.1032, 23.4752)  -0.67
O (-5.7734, -9.7306, 23.1116)  -0.50
H (-7.0403, -11.3100, 23.3111)  0.28
H (-5.3965, -11.8030, 22.8792)  0.14
H (-5.7715, -11.1677, 24.5433)  0.36
H (-4.8294, -9.6027, 22.9555)  0.23
C (-9.3619, -6.6886, 20.8939)  -0.27
O (-8.7504, -5.7113, 21.6394)  -0.62
H (-8.6132, -7.1819, 20.2678)  -0.35
H (-9.8983, -7.4330, 21.4903)  0.29
H (-10.1395, -6.2938, 20.2369)  0.43
H (-7.8795, -6.0059, 21.9319)  0.43
C (-2.0382, -8.3876, 23.0702)  -0.84
O (-3.2743, -8.6535, 22.4325)  -0.31
H (-1.9681, -8.7538, 24.0934)  0.30
H (-1.2000, -8.8780, 22.5684)  0.21
H (-1.8679, -7.3125, 22.9956)  0.25
H (-3.1830, -8.7471, 21.4775)  0.17
C (-7.3306, -14.1573, 21.6338)  -0.80
O (-6.9804, -13.3422, 20.5517)  -0.47
H (-8.2062, -14.7710, 21.4190)  0.32
H (-6.5586, -14.9132, 21.8081)  0.39
H (-7.4417, -13.6633, 22.6017)  0.27
H (-6.0398, -13.1619, 20.6914)  0.24
C (-7.6628, -7.8950, 13.2658)  -0.81
O (-6.5015, -8.5413, 13.7229)  -0.16
H (-8.5010, -8.0737, 13.9381)  0.03
H (-7.5581, -6.8107, 13.1802)  0.31
H (-7.9379, -8.2528, 12.2695)  0.35
H (-5.7082, -8.1481, 13.3230)  0.30
C (-7.0711, -6.8385, 15.7010)  -0.47
O (-6.4746, -5.5766, 15.6225)  0.16
P (-7.2926, -4.2180, 15.9204)  0.65
O (-8.2193, -3.7720, 14.8479)  -0.81
O (-7.9810, -4.4991, 17.3572)  -0.49
C (-7.2560, -4.7935, 18.5220)  0.77
O (-6.0787, -3.2018, 16.3169)  -0.16
C (-6.2484, -1.7946, 16.4332)  -0.87
H (-8.1558, -6.8134, 15.8089)  2.02
H (-6.6281, -7.3538, 16.5566)  -0.58
H (-6.8276, -7.4744, 14.8491)  -0.18
H (-7.2175, -5.8690, 18.7118)  -0.68
H (-7.6713, -4.2727, 19.3833)  0.55
H (-6.1811, -4.5936, 18.5136)  -0.40
H (-5.3802, -1.2862, 16.0175)  0.23
H (-6.4167, -1.4772, 17.4627)  0.18
H (-7.1424, -1.5063, 15.8779)  0.45
C (-12.8836, -9.3484, 15.5934)  -0.72
O (-11.5499, -9.5131, 15.2446)  -0.35
P (-10.3683, -8.8667, 16.1514)  0.95
O (-10.1409, -7.3834, 16.0326)  -0.69
O (-9.1065, -9.7600, 15.8051)  -0.46
C (-7.9148, -9.7732, 16.6018)  0.02
O (-10.7797, -9.4414, 17.5935)  -0.27
C (-10.3234, -8.7882, 18.7746)  -0.66
H (-13.4874, -9.0862, 14.7223)  0.28
H (-13.1493, -8.5669, 16.3068)  0.32
H (-13.2860, -10.3006, 15.9425)  0.28
H (-7.7900, -8.8053, 17.0913)  -0.33
H (-7.0211, -9.9003, 15.9939)  0.05
H (-7.8809, -10.5072, 17.4075)  0.45
H (-11.0941, -8.4908, 19.4841)  0.54
H (-9.7292, -7.8785, 18.6563)  0.10
H (-9.5823, -9.4390, 19.2411)  0.32
C (-3.1367, -2.7808, 18.1436)  -0.35
O (-3.8333, -1.9086, 19.0098)  -0.36
P (-3.9806, -2.4238, 20.5174)  0.49
O (-4.3743, -3.8526, 20.6478)  -0.15
O (-4.9643, -1.3270, 21.1822)  -0.40
C (-6.3479, -1.6179, 21.2814)  -0.36
O (-2.5564, -2.0355, 21.1759)  -0.47
C (-1.9866, -0.7496, 20.9618)  -0.76
H (-2.4231, -3.4030, 18.6860)  0.28
H (-2.5176, -2.1839, 17.4714)  0.67
H (-3.7958, -3.3659, 17.5027)  -0.13
H (-6.7270, -1.1872, 22.2058)  0.28
H (-6.5958, -2.6760, 21.1917)  -0.03
H (-6.8754, -1.1730, 20.4350)  0.27
H (-1.0023, -0.9631, 20.5443)  0.25
H (-1.9335, -0.1754, 21.8852)  0.30
H (-2.4881, -0.1306, 20.2172)  0.31
C (2.8068, -12.4583, 13.9085)  -0.69
O (1.5105, -11.9475, 14.0989)  -0.33
P (1.2122, -10.3562, 14.2127)  1.23
O (1.2312, -9.6034, 12.9450)  -0.72
O (-0.1762, -10.3560, 15.0546)  -0.37
C (-0.8210, -9.1460, 15.4459)  -0.78
O (2.2922, -9.8702, 15.2757)  -0.36
C (2.1509, -9.9972, 16.7055)  -0.60
H (3.2373, -12.8751, 14.8192)  0.23
H (3.4551, -11.6548, 13.5556)  0.34
H (2.7324, -13.2219, 13.1352)  0.27
H (-0.6093, -8.8648, 16.4784)  0.21
H (-1.9043, -9.2569, 15.4740)  0.02
H (-0.5185, -8.3393, 14.7785)  0.64
H (2.9708, -10.5151, 17.2014)  0.38
H (1.2400, -10.5567, 16.9166)  0.33
H (2.0557, -9.0029, 17.1393)  0.15
C (-1.1871, -8.3226, 12.8726)  -0.26
O (-1.8694, -8.1456, 11.6606)  -0.29
P (-3.4632, -8.2239, 11.6039)  0.55
O (-4.2450, -7.5989, 12.7039)  -0.20
O (-3.8294, -7.5909, 10.1404)  -0.42
C (-3.0141, -7.6926, 9.0194)  -0.76
O (-3.6871, -9.8152, 11.3888)  -0.26
C (-4.9920, -10.3682, 11.5285)  -0.64
H (-0.6562, -7.3982, 13.1066)  0.35
H (-0.4346, -9.1109, 12.8629)  0.29
H (-1.8743, -8.4817, 13.7051)  -0.14
H (-2.8338, -6.7340, 8.5341)  0.25
H (-3.4552, -8.3873, 8.3018)  0.28
H (-2.0342, -8.1396, 9.1977)  0.30
H (-5.0904, -10.8538, 12.4983)  0.27
H (-5.0997, -11.0457, 10.6825)  0.34
H (-5.8212, -9.6616, 11.4779)  0.20
C (-6.3639, -9.3873, 19.7568)  1.26
O (-5.6426, -9.2525, 18.5179)  -0.27
P (-4.2691, -8.4038, 18.5460)  0.08
O (-3.3497, -8.8966, 19.6322)  -0.12
O (-3.7376, -8.5267, 17.0386)  -0.23
C (-4.4361, -7.9975, 15.9204)  1.05
O (-4.8148, -6.8826, 18.6333)  1.87
C (-3.8987, -5.7872, 18.6697)  0.21
H (-6.6934, -10.4200, 19.8585)  0.01
H (-7.2424, -8.7467, 19.8491)  -1.00
H (-5.7309, -9.0389, 20.5723)  -0.28
H (-5.2820, -8.6429, 15.6777)  0.04
H (-3.8277, -8.1277, 15.0259)  -0.78
H (-4.7537, -6.9659, 16.0564)  -0.11
H (-2.8275, -5.9804, 18.7428)  -0.23
H (-4.1211, -5.2916, 19.6173)  0.28
H (-4.1005, -5.0796, 17.8665)  -1.12

Forces on the atoms, in the same order (eV/Å):
C 0.7 0.5 -0.4
O -0.2 -0.2 0.2
H 0.1 0.1 0.1
H 0.1 -0.1 0.3
H -0.4 0.0 0.0
H -0.4 -0.4 -0.2
C -0.2 0.6 -0.2
O 0.9 -0.6 -0.5
H 0.6 0.3 0.1
H -0.1 0.0 0.5
H -0.4 -0.4 0.0
H 0.1 -0.2 0.1
C 1.7 0.2 0.2
O -0.3 0.0 -0.2
H -0.7 -0.1 -0.3
H 0.0 -0.1 -0.1
H -0.2 0.4 0.4
H -0.3 -0.3 0.4
C -0.2 0.3 0.4
O 0.4 0.6 0.0
H -0.1 0.2 0.1
H 0.3 -0.4 -0.2
H -0.3 -0.2 0.0
H -0.1 -0.2 -0.1
C -0.2 -0.5 0.9
O -0.4 0.2 -0.5
H -0.1 -0.1 0.1
H 0.4 0.5 -0.4
H 0.1 0.0 -0.2
H 0.3 0.1 0.0
C 0.8 -1.0 0.1
O -0.3 0.5 -0.2
H -0.4 0.5 -0.1
H -0.2 0.0 -0.2
H 0.1 0.1 0.3
H 0.0 -0.4 0.1
C -1.0 -0.6 -0.2
O 0.6 0.1 -0.2
H 0.0 0.2 0.2
H 0.5 0.2 0.2
H 0.1 0.0 -0.1
H -0.3 0.0 0.1
C -0.4 1.0 0.2
O 0.0 -0.6 -0.3
H 0.0 -0.1 0.0
H 0.2 0.0 0.0
H 0.1 -0.5 0.0
H 0.3 0.1 0.1
C -0.3 -1.0 -0.7
O 0.0 1.6 0.6
H -0.2 -0.2 -0.1
H 0.3 -0.2 0.3
H 0.2 0.5 0.0
H -0.6 -0.5 0.0
C 0.6 0.3 -0.9
O -0.4 -0.6 0.8
H -0.7 0.2 0.1
H 0.0 -0.1 -0.3
H 0.2 0.1 0.5
H 0.2 0.1 -0.4
C 0.3 -1.5 0.6
O -0.4 0.2 0.3
H -0.3 0.5 -0.1
H 0.2 0.0 -0.1
H -0.3 0.4 -0.2
H 0.4 0.3 -0.6
C -0.9 0.1 -1.6
O 0.0 -1.3 -0.6
H 0.2 -0.2 -0.1
H 0.2 0.0 0.1
H -0.1 -0.1 0.0
H 0.1 0.1 -0.3
C -1.1 -1.2 1.2
O 0.6 3.0 -0.1
P -0.1 -0.4 0.1
O 1.1 -0.3 1.6
O -0.3 0.7 -1.4
C 1.1 -0.8 0.9
O -0.1 -1.3 -0.4
C -1.0 0.2 -0.4
H 0.1 0.3 0.1
H -0.4 0.3 0.2
H 0.4 1.2 1.4
H -0.7 -0.1 0.0
H -0.3 -0.1 -0.1
H -0.1 0.7 -0.5
H 0.0 -0.2 0.0
H 0.3 -0.3 0.2
H 0.1 0.2 -0.2
C -2.1 -0.1 0.0
O 2.7 0.7 0.4
P -0.3 0.9 0.2
O -0.7 -2.5 0.3
O -0.2 -0.5 -0.8
C 0.4 1.0 0.7
O -0.4 1.1 -0.1
C 1.5 0.2 0.8
H 0.4 -0.1 -0.3
H 0.7 0.0 0.3
H 0.1 0.0 0.2
H -0.1 -0.1 0.0
H -0.4 -0.2 -0.5
H -0.7 -0.4 -0.3
H -0.4 -0.6 -0.3
H -0.4 0.1 -1.1
H -0.5 -0.4 0.3
C 0.9 0.0 -0.8
O -0.9 0.2 0.8
P -0.2 0.5 0.6
O 0.6 2.3 0.6
O 1.4 -1.2 -0.6
C -1.2 0.1 -0.6
O -1.5 -0.8 -0.3
C 0.6 0.3 -0.6
H -0.7 0.0 -0.1
H -0.2 0.2 0.1
H -0.1 0.2 0.3
H 0.1 -0.2 0.0
H 0.4 -0.1 0.5
H 0.1 0.3 0.1
H 0.2 0.3 0.3
H 0.1 -0.3 0.1
H -0.4 -0.3 0.0
C 0.7 0.4 -0.6
O -1.8 1.3 0.5
P -0.2 -1.1 1.2
O 1.0 -0.8 1.0
O 1.0 -1.0 -1.0
C 0.3 0.9 0.9
O 0.5 0.4 0.0
C -0.9 -0.1 0.0
H -0.3 0.0 0.1
H 0.2 -0.2 -0.1
H 0.1 0.0 0.1
H 0.6 -0.3 0.0
H 0.1 -0.4 -0.5
H 0.0 -0.1 0.9
H 0.3 0.0 -0.6
H 0.0 0.1 0.2
H 0.0 0.0 -0.1
C -0.2 0.5 1.2
O -1.9 0.2 -1.4
P 0.4 -0.5 -1.7
O 0.8 -0.5 -1.0
O -0.1 0.0 2.8
C 1.2 -1.0 -1.5
O 0.4 1.7 0.6
C -0.6 -0.4 -0.2
H 0.0 0.2 -0.1
H -0.9 0.3 -0.8
H -0.3 0.1 -0.8
H -0.3 0.1 0.3
H -0.4 0.2 -0.1
H 0.0 0.2 0.5
H 0.1 -0.2 -0.2
H -0.1 -0.3 0.3
H 0.3 0.4 -0.1
C 0.0 0.3 0.6
O 0.8 1.0 -0.2
P -1.2 -0.1 -0.8
O -0.4 1.1 -1.5
O 0.7 -0.4 2.3
C -0.5 -0.7 -1.0
O 0.8 -2.1 -0.2
C -0.1 1.0 1.2
H 0.3 0.0 0.1
H 0.0 0.1 -0.7
H 0.0 -0.6 0.1
H 0.0 0.2 0.5
H 0.5 0.4 0.3
H 0.3 -0.2 0.0
H 0.0 -0.8 -0.5
H 0.1 0.0 -0.7
H -0.1 -0.7 -0.1